Below is 11 unconnected molecules or ions with the total composition C11H44N22O11 at a distorted geometry, with properties calculated with the ωB97M-V functional and the def2-TZVPD basis.

Geometry as ORCA input:
```
! RIJCOSX wB97M-V def2-TZVPD def2/J DEFGRID3
* xyz 0 1
N -0.57713 4.05705 3.65147
C -0.11273 3.30432 4.62760
N 0.37721 4.02175 5.57899
O -0.36711 2.15799 4.67049
H -0.25440 5.01265 3.70397
H -1.00356 3.63405 2.83948
H 0.38821 3.61420 6.50304
H 0.44455 5.02371 5.47105
N -0.70937 -0.17622 -0.81058
C -0.05906 -0.38419 0.34439
N -0.28035 0.53293 1.19555
O 0.61387 -1.37585 0.59006
H -0.99725 0.78144 -0.95246
H -0.55736 -0.74629 -1.63034
H -0.87325 1.33599 1.04173
H 0.08649 0.37767 2.12369
N -0.75877 -3.46280 2.52911
C -1.00435 -4.68400 2.74365
N 0.10074 -5.39322 2.99178
O -2.15609 -5.14717 2.72551
H -1.48546 -2.76138 2.53544
H 0.20698 -3.17377 2.46676
H -0.14256 -6.29517 3.37570
H 1.00714 -5.08848 2.66672
N -1.71847 4.23061 -0.88704
C -2.15354 3.51913 0.07391
N -3.45756 3.44564 0.06338
O -1.48789 2.94221 0.85835
H -2.36381 4.87209 -1.32539
H -0.72777 4.23185 -1.08350
H -3.85136 2.90907 0.82307
H -4.08199 4.05869 -0.44097
N 1.15686 -2.26312 -3.62362
C 0.94124 -1.00222 -3.80101
N 1.99308 -0.29935 -4.01609
O -0.19645 -0.52059 -3.73766
H 2.03614 -2.70736 -3.84637
H 0.34557 -2.77330 -3.30485
H 1.91075 0.66705 -4.29788
H 2.87920 -0.78295 -4.04773
N 1.27985 2.88293 0.96383
C 1.92332 3.73621 0.24007
N 3.03410 3.89003 0.83096
O 1.47927 4.36628 -0.71802
H 0.30402 2.79527 0.71857
H 1.48087 2.86012 1.95336
H 3.22071 3.38697 1.68665
H 3.58527 4.69646 0.57410
N 1.79985 0.60902 4.04738
C 2.84874 1.32791 3.73761
N 3.93963 0.63236 3.60576
O 2.77524 2.51041 3.45820
H 1.04701 1.17534 4.41154
H 1.97646 -0.32437 4.39042
H 3.91084 -0.24925 4.09773
H 4.63128 1.31743 3.33666
N 4.42811 -3.93477 1.98639
C 3.22548 -3.58943 1.72437
N 3.07262 -2.37089 1.28158
O 2.25862 -4.29406 1.93002
H 5.15743 -3.27977 1.74315
H 4.58299 -4.81747 2.45218
H 2.16994 -1.93339 1.16386
H 3.90783 -1.80370 1.25329
N -2.35936 -0.62497 -5.72347
C -2.86730 -1.83092 -5.59214
N -2.97503 -2.26635 -4.36168
O -2.96243 -2.51271 -6.56140
H -2.14816 -0.11968 -6.57212
H -2.16967 -0.15598 -4.84930
H -3.45653 -3.15076 -4.28361
H -2.55938 -1.81971 -3.55680
N -4.20176 2.77331 -3.98831
C -3.35577 1.89631 -3.46023
N -2.13687 2.07294 -3.93210
O -3.63964 0.98139 -2.70387
H -5.15861 2.69509 -3.67458
H -3.93002 3.54119 -4.58549
H -1.32526 1.51962 -3.69712
H -1.95858 2.77889 -4.63205
N -1.31257 -3.21821 -0.41868
C -0.69407 -3.91626 -1.34176
N 0.30729 -4.64280 -0.92102
O -1.05020 -3.85331 -2.51001
H -2.09060 -2.65177 -0.72512
H -0.74382 -3.03667 0.39598
H 0.75204 -4.55552 -0.01842
H 0.88644 -5.18539 -1.54573
*
```

Properties
LUMO level = -0.00037 Ha
SMILES = NC(N)=O.NC(N)=O.NC(N)=O.NC(N)=O.NC(N)=O.NC(N)=O.NC(N)=O.NC(N)=O.NC(N)=O.NC(N)=O.NC(N)=O
HOMO-LUMO gap = 8.16 eV
F_max = 7.4 eV/Å
ΔE to the lowest compared entry with this formula, charge and spin = 453.68 kJ/mol


Below is a molecular structure, C26H25BrN3O5W at a distorted geometry, with properties calculated with the ωB97M-V functional and the def2-TZVPD basis.

Geometry as ORCA input:
```
! RIJCOSX wB97M-V def2-TZVPD def2/J DEFGRID3
* xyz 1 1
W -0.43990 -0.00498 -0.28929
C 4.02959 0.83907 -0.60192
O 4.27936 -0.42449 -0.01275
C 3.47128 -0.81430 1.01817
C 4.07834 -1.26749 2.18732
C 3.33231 -1.68172 3.28043
C 1.95647 -1.61231 3.25172
C 1.30798 -1.19774 2.08243
C -0.14119 -1.21678 2.00976
N -0.77370 -1.64644 0.93002
N -2.12880 -1.83839 1.07802
C -2.86008 -1.20192 0.21603
O -2.30171 -0.39129 -0.66794
C -4.31145 -1.33731 0.28416
C -5.10472 -0.40441 -0.38448
C -6.48075 -0.48111 -0.29345
C -7.07049 -1.48816 0.45650
C -6.28431 -2.42632 1.11212
C -4.90663 -2.35527 1.03311
C 2.06358 -0.82179 0.94225
O 1.38083 -0.43489 -0.16016
H 4.87856 1.02271 -1.25808
H 3.98705 1.62352 0.15806
H 3.10120 0.84974 -1.18449
H 5.15597 -1.28074 2.23011
H 3.83122 -2.03424 4.16777
H 1.36348 -1.90177 4.10617
H -0.71592 -1.19659 2.94316
H -4.62260 0.37689 -0.95502
H -7.09687 0.24564 -0.80200
H -8.14681 -1.54329 0.53131
H -6.75237 -3.21019 1.68913
H -4.27833 -3.07309 1.53549
C 1.04977 2.76723 0.77401
C -0.38903 2.51554 1.28176
C -0.53455 2.97947 2.73694
C -1.37771 3.27128 0.36038
N -0.65921 1.13251 1.08034
H 1.30748 3.81933 0.86174
H 1.11491 2.46164 -0.28529
H 1.75547 2.18577 1.36839
H -0.32237 4.04150 2.81135
H 0.16166 2.43724 3.37074
H -1.54412 2.78999 3.08934
H -1.04952 4.29459 0.18646
H -2.36816 3.28661 0.81104
H -1.43608 2.73064 -0.60548
Br -0.24792 -2.04186 -2.24353
C 1.40576 -1.35865 -3.03085
C 2.32237 -2.30644 -3.45254
C 3.48110 -1.90279 -4.09414
C 3.72594 -0.55391 -4.29808
C 2.81827 0.38539 -3.84759
C 1.63268 0.00456 -3.20861
C 0.74100 1.13396 -2.76162
O 0.92988 2.27431 -3.09869
O -0.23649 0.78071 -1.93934
H 2.11875 -3.35109 -3.28404
H 4.17643 -2.65120 -4.44182
H 4.62699 -0.24145 -4.80150
H 2.99608 1.44457 -3.97299
*
```

Properties
LUMO level = -0.17224 Ha
HOMO-LUMO gap = 6.94 eV
F_max = 3.1 eV/Å
ΔE to the lowest compared entry with this formula, charge and spin = 261.11 kJ/mol


Below is a molecular structure, CH4NO2S at a distorted geometry, with properties calculated with the ωB97M-V functional and the def2-TZVPD basis.

Geometry as ORCA input:
```
! RIJCOSX wB97M-V def2-TZVPD def2/J DEFGRID3
* xyz -1 1
C 1.04578 -0.07036 -0.53644
N -0.66965 0.85517 1.41233
O -1.64717 -1.86452 -0.14073
O -1.29705 0.87074 -1.04348
S -0.70875 0.09790 0.03612
H 1.39846 0.89605 -1.00180
H 1.70897 -0.47094 0.25535
H 0.77665 -0.73003 -1.28164
H -0.60724 0.41599 2.30028
*
```

Properties
LUMO level = 0.14993 Ha
HOMO-LUMO gap = 8.17 eV
F_max = 4.8 eV/Å
ΔE to the lowest compared entry with this formula, charge and spin = 632.45 kJ/mol


Below is a molecular structure, C8H15Br12NO at a distorted geometry, with properties calculated with the ωB97M-V functional and the def2-TZVPD basis.

Geometry as ORCA input:
```
! RIJCOSX wB97M-V def2-TZVPD def2/J DEFGRID3
* xyz 0 1
C 2.27950 1.32866 -0.34741
N 1.64109 1.74693 -1.65304
C 0.85409 3.03325 -1.54312
C -0.07298 3.17452 -0.19954
O -0.83216 1.96984 0.16875
C -1.57134 1.40095 -0.96879
H 2.98465 2.17972 0.10383
H 1.52937 0.89231 0.44412
H 3.02669 0.43393 -0.60480
H 1.11027 0.97746 -2.11654
H 0.13934 3.20936 -2.48281
H 1.63872 3.93056 -1.58339
H 0.63351 3.56272 0.67993
H -0.83250 4.07180 -0.40609
H -2.02147 2.25857 -1.62583
H -2.50586 0.81201 -0.51606
H -0.96703 0.58885 -1.58179
C -5.78587 -0.80605 -1.60389
Br -6.76697 0.32572 -0.36263
Br -5.05299 0.21410 -3.08928
Br -4.41837 -1.85462 -0.70136
H -6.50511 -1.51507 -2.02699
C 1.05531 -2.53176 1.71701
Br 2.40718 -3.02324 0.40740
Br 1.82019 -2.28198 3.48810
Br 0.02581 -0.98240 1.14806
H 0.35665 -3.37207 1.78608
C 4.47772 1.06108 4.24556
Br 3.04654 1.30800 2.95135
Br 3.81992 0.32040 5.91974
Br 5.94148 0.00912 3.51421
H 4.87948 2.05437 4.47136
C -1.25448 -4.78761 -1.57313
Br -2.49156 -5.74959 -2.72570
Br -1.95890 -4.57548 0.22769
Br 0.51221 -5.60180 -1.56807
H -1.14213 -3.78254 -1.99295
*
```

Properties
LUMO level = -0.01221 Ha
HOMO-LUMO gap = 8.17 eV
F_max = 2.8 eV/Å


Below is 2 unconnected molecules or ions with the total composition C9H12O2PS at a distorted geometry, with properties calculated with the ωB97M-V functional and the def2-TZVPD basis.

Geometry as ORCA input:
```
! RIJCOSX wB97M-V def2-TZVPD def2/J DEFGRID3
* xyz -1 1
C 3.30429 0.50622 0.49627
C 2.09341 0.46808 1.11135
C 3.65469 -0.44377 -0.38930
C 1.15228 -0.50663 0.85930
C 2.77870 -1.53473 -0.59131
C 1.49220 -1.65870 0.02159
C -2.91049 1.92705 0.61139
C -1.57945 0.77836 -1.21263
C -2.56450 0.61701 -0.01219
O -1.75821 -1.99132 0.15427
O 0.85290 -2.74395 -0.31506
P -2.68477 -1.00876 0.87543
S -4.09956 -0.20866 -0.51485
H 3.95799 1.35931 0.53321
H 1.87036 1.23321 1.74045
H 4.53547 -0.48642 -1.11352
H 0.24721 -0.39543 1.36620
H 3.06117 -2.31633 -1.41575
H -2.10255 2.38124 1.04842
H -3.56209 1.64591 1.48759
H -3.49729 2.41163 -0.11632
H -0.68923 1.14869 -0.72075
H -1.95647 1.49673 -2.05111
H -1.49027 -0.17558 -1.78604
H -0.10577 -2.50317 -0.06663
*
```

Properties
LUMO level = 0.12521 Ha
HOMO-LUMO gap = 7.55 eV
F_max = 4.8 eV/Å
ΔE to the lowest compared entry with this formula, charge and spin = 145.60 kJ/mol


Below is 2 unconnected molecules or ions with the total composition C2H8O3 at a distorted geometry, with properties calculated with the ωB97M-V functional and the def2-TZVPD basis.

Geometry as ORCA input:
```
! RIJCOSX wB97M-V def2-TZVPD def2/J DEFGRID3
* xyz 0 1
O -1.87573 -0.16945 0.44835
C -0.59457 -0.45755 0.11467
C 0.22084 -0.40176 1.43613
O 0.06733 0.96080 1.89472
H -1.88871 0.42299 1.22889
H -0.35550 -1.45467 -0.30253
H -0.19570 0.30368 -0.58309
H -0.19830 -1.04684 2.23214
H 1.26848 -0.71590 1.26515
H 0.80566 1.53072 1.59395
O 0.52013 0.34074 -3.17793
H 1.19957 -0.26128 -3.55768
H 1.02651 0.94854 -2.59277
*
```

Properties
LUMO level = 0.01896 Ha
SMILES = OCCO.O
HOMO-LUMO gap = 10.48 eV
F_max = 3.2 eV/Å
ΔE to the lowest compared entry with this formula, charge and spin = 79.84 kJ/mol


Below is a single C7H10N2S molecule at a distorted geometry, with properties calculated with the ωB97M-V functional and the def2-TZVPD basis.

Geometry as ORCA input:
```
! RIJCOSX wB97M-V def2-TZVPD def2/J DEFGRID3
* xyz 0 1
C -1.18726 0.87788 -1.49274
C -1.02433 -0.18868 -0.37533
C -1.70436 0.08727 0.97358
C -1.00052 0.59044 1.96485
C 0.47897 0.83260 1.95676
N 1.07477 0.01937 0.92625
C 0.38256 -0.39924 -0.01124
C 1.28815 -1.16814 -1.22562
N 2.59213 -1.23436 -0.93722
S 0.73380 -2.02666 -2.49329
H -0.69880 0.57974 -2.30990
H -0.82376 1.77944 -0.97007
H -2.12898 1.01082 -1.81686
H -1.28229 -1.26605 -0.70641
H -2.80136 -0.10877 1.11406
H -1.69219 0.63198 2.90056
H 0.70917 1.83238 1.52000
H 0.85006 0.46957 2.86879
H 3.03007 -0.50249 -0.43127
H 3.20419 -1.81711 -1.45488
*
```

Properties
LUMO level = 0.01292 Ha
SMILES = C[C@@H]1C=CCN=C1C(N)=S
HOMO-LUMO gap = 8.57 eV
F_max = 5.4 eV/Å
ΔE to the lowest compared entry with this formula, charge and spin = 147.58 kJ/mol


Below is a molecular structure, C2Br6HgO6Sr3 at a distorted geometry, with properties calculated with the ωB97M-V functional and the def2-TZVPD basis.

Geometry as ORCA input:
```
! RIJCOSX wB97M-V def2-TZVPD def2/J DEFGRID3
* xyz -2 1
Hg 3.52093 -0.82326 -1.87895
Sr -2.62600 1.14150 0.29836
Sr 1.28912 2.55667 0.44135
Sr -2.34543 -3.54691 -0.15793
C -2.32390 -1.12607 2.65753
O -2.48427 -0.10062 2.90083
O -1.92225 -2.33804 2.53006
O -1.05047 -4.19051 -1.92141
C -0.26903 0.48054 -0.59222
O -1.21282 0.29004 -1.38877
O -0.53016 0.49987 0.68847
O 0.94185 0.64682 -0.92334
Br -0.70400 4.12542 2.04869
Br 2.56441 -2.23924 -0.51899
Br 4.15161 1.51747 -2.18838
Br 1.76827 3.56240 -2.87114
Br 5.78011 0.90969 1.75459
Br -4.54798 -1.36578 -0.87875
*
```

Properties
LUMO level = 0.08859 Ha
HOMO-LUMO gap = 3.63 eV
F_max = 19.8 eV/Å